The following is a DFT calculation (ωB97M-V/def2-TZVPD) of a cluster of 2 separate species, CH6N2O in total.

```
10
Properties=species:S:1:pos:R:3
H 2.0820 -1.8828 1.3315
N 1.4147 -1.8891 0.5597
C 1.2352 -0.7184 0.1154
N 0.1969 -0.3695 -0.7061
H 1.8798 0.1296 0.3586
H 0.4038 0.2282 -1.4857
H -0.6459 -0.9006 -0.8340
O -2.2646 2.3611 0.0149
H -3.0529 2.6018 0.5064
H -1.9307 1.5436 0.3930
```

Computed properties:
SMILES string: [H]/N=C/N.O
DFT total energy (Eh): -226.43551
LUMO energy (eV): 0.8
2S+1: 1
Frontier orbital gap (eV): 10.35
HOMO energy (Ha): -0.3501

Results of the Mulliken charge analysis, in e, for atoms 1 through 6: number 1, H, carries 0.25; number 2, N, carries -0.65; number 3, C, carries 0.13; number 4, N, carries -0.47; number 5, H, carries 0.30; number 6, H, carries 0.21